C35H53F4InN9PS2 as an isolated structure. Source: OMol25; level of theory: wB97M-V/def2-TZVPD.

Total charge: 0
Multiplicity: 1
Kohn-Sham gap in eV: 6.97
E in hartree: -3585.652210
Molecular weight in g/mol: 885.790

Last column: Löwdin charge in e.
Atoms and positions in Å:
1 In 1.2805 -0.2649 0.2957  0.6119
2 C -0.4108 -3.6449 -1.3441  -0.0687
3 C -0.8302 -3.0418 -0.0107  -0.2581
4 N 0.3132 -2.6948 0.8444  -0.2113
5 C 1.2724 -3.7987 1.0095  -0.2231
6 C 0.6934 -5.0737 1.6205  -0.0665
7 C -0.1635 -2.1584 2.1200  -0.2082
8 C 0.9742 -1.6294 3.0053  -0.2173
9 N 2.0082 -1.0417 2.1717  -0.0847
10 C 3.2874 -1.0229 2.6555  -0.1918
11 C 4.4011 -1.3110 1.8481  -0.1604
12 F 4.1879 -1.7000 0.5759  0.0512
13 C 5.6956 -1.2691 2.3158  -0.2166
14 F 6.6931 -1.5766 1.4733  0.0912
15 C 5.9804 -0.9562 3.6308  0.0603
16 C 4.9069 -0.6834 4.4511  -0.2210
17 F 5.1214 -0.3436 5.7347  0.0831
18 C 3.6080 -0.7030 3.9862  -0.1473
19 F 2.6210 -0.3323 4.8297  0.0809
20 H -1.2461 -3.6061 -2.0452  0.0738
21 H -0.0995 -4.6864 -1.2497  0.0711
22 H 0.4232 -3.0860 -1.7745  0.0649
23 H -1.5088 -3.7352 0.5089  0.1156
24 H -1.3766 -2.1111 -0.1784  0.0782
25 H 2.0892 -3.4329 1.6290  0.1052
26 H 1.7078 -4.0145 0.0339  0.1145
27 H 0.2830 -4.8952 2.6167  0.0708
28 H 1.4869 -5.8162 1.7203  0.0791
29 H -0.0942 -5.5100 1.0023  0.0659
30 H -0.7654 -2.8877 2.6785  0.1256
31 H -0.8214 -1.3268 1.8576  0.0656
32 H 1.3954 -2.4382 3.6125  0.1245
33 H 0.5262 -0.9178 3.7097  0.1023
34 H 6.9949 -0.9254 4.0018  0.1334
35 C 5.2224 -0.9254 -3.4714  -0.4351
36 S 5.5147 0.3395 -2.2191  0.8755
37 C 4.0076 0.3890 -1.3263  -1.0711
38 S 2.6319 -0.5092 -1.8587  0.6716
39 N 4.1137 1.2042 -0.3135  -0.0818
40 N 2.9878 1.3157 0.4541  -0.0690
41 C 3.0234 2.2002 1.3698  -0.0456
42 C 1.8816 2.3878 2.2759  -0.2625
43 C 1.9054 3.3765 3.2495  -0.0105
44 C 0.7972 3.5278 4.0678  -0.0485
45 C -0.2928 2.6939 3.8803  -0.0397
46 C -0.2281 1.7366 2.8757  -0.1295
47 N 0.8327 1.5822 2.0993  0.0844
48 H 6.1112 -0.9195 -4.1002  0.0311
49 H 4.3494 -0.6866 -4.0721  0.0137
50 H 5.1032 -1.9014 -3.0065  0.0333
51 H 3.9086 2.8221 1.4776  0.1369
52 H 2.7773 4.0094 3.3569  0.1177
53 H 0.7829 4.2886 4.8378  0.1114
54 H -1.1798 2.7809 4.4929  0.1094
55 H -1.0638 1.0730 2.6751  0.1038
56 N -0.6024 0.3544 -0.1509  -0.2284
57 P -1.6747 0.8285 -1.1319  0.5542
58 N -1.7153 2.5074 -1.3321  -0.1862
59 C -0.3743 3.0829 -1.5736  -0.2059
60 C -0.3098 4.5443 -1.1500  -0.1859
61 C -0.7582 4.7017 0.3048  -0.1709
62 C -2.1492 4.0640 0.5406  -0.1612
63 C -2.6790 3.4234 -0.7393  -0.2178
64 N -1.5657 0.2874 -2.7123  -0.2002
65 C -0.2484 -0.1268 -3.2173  -0.2629
66 C -0.3193 -0.4587 -4.7095  -0.1760
67 C -1.6539 -1.1086 -5.0583  -0.1861
68 C -2.8115 -0.1311 -4.7776  -0.1728
69 C -2.4071 0.9119 -3.7330  -0.2217
70 N -3.2730 0.4529 -0.7350  -0.1853
71 C -3.6960 0.7171 0.6476  -0.2251
72 C -3.8390 -0.5420 1.5001  -0.1613
73 C -4.6085 -1.6644 0.7730  -0.1805
74 C -5.1154 -1.1934 -0.5854  -0.1870
75 C -3.9841 -0.6316 -1.4332  -0.2069
76 H -0.1023 2.9812 -2.6298  0.1094
77 H 0.3732 2.5281 -0.9938  0.0848
78 H -0.9311 5.1576 -1.8076  0.1090
79 H 0.7164 4.8950 -1.2717  0.1132
80 H -0.7700 5.7583 0.5761  0.1046
81 H -0.0167 4.2182 0.9474  0.0893
82 H -2.8668 4.8078 0.8977  0.1088
83 H -2.0750 3.2924 1.3088  0.0770
84 H -2.9236 4.2047 -1.4665  0.1158
85 H -3.6080 2.8921 -0.5546  0.0920
86 H 0.0618 -1.0108 -2.6633  0.0505
87 H 0.5143 0.6375 -3.0489  0.0591
88 H 0.5169 -1.1148 -4.9583  0.1126
89 H -0.1936 0.4498 -5.3053  0.1129
90 H -1.7750 -2.0119 -4.4548  0.1031
91 H -1.6642 -1.4214 -6.1032  0.1046
92 H -3.6802 -0.6877 -4.4217  0.0916
93 H -3.1137 0.3830 -5.6938  0.1086
94 H -3.2828 1.3517 -3.2597  0.1026
95 H -1.8700 1.7425 -4.2097  0.1165
96 H -4.6422 1.2698 0.6462  0.1154
97 H -2.9529 1.3637 1.1125  0.0780
98 H -4.3427 -0.2688 2.4308  0.1108
99 H -2.8432 -0.8886 1.7648  0.0758
100 H -5.4482 -2.0082 1.3792  0.1046
101 H -3.9551 -2.5283 0.6240  0.0978
102 H -5.8948 -0.4367 -0.4557  0.1141
103 H -5.5689 -2.0230 -1.1307  0.1140
104 H -4.4033 -0.2609 -2.3722  0.0932
105 H -3.2948 -1.4412 -1.6945  0.1086

Forces on the atoms, in the same order (eV/Å):
-0.2 -0.1 0.2
0.0 0.1 0.0
0.1 0.0 0.0
0.0 0.0 -0.2
-0.1 0.0 0.1
0.0 0.0 0.0
0.1 0.1 0.0
0.0 0.0 -0.1
0.0 -0.2 -0.3
-0.1 0.2 0.1
-0.1 -0.1 -0.1
0.0 0.0 0.1
0.0 0.0 0.0
0.0 0.0 0.0
0.1 0.0 0.0
0.0 0.1 0.1
0.0 0.0 0.0
-0.1 0.1 0.0
0.0 0.0 0.0
0.0 0.0 0.0
0.0 0.0 0.0
0.0 0.0 0.0
0.0 0.0 0.0
0.0 0.0 0.0
0.0 0.0 0.0
0.0 0.0 0.0
0.0 0.0 0.0
0.0 0.0 0.0
0.0 0.0 0.0
0.0 0.0 0.0
-0.1 0.0 0.0
0.0 -0.1 0.0
0.0 0.0 0.1
0.0 0.0 0.0
0.0 0.0 0.1
0.0 -0.1 -0.1
0.0 0.1 0.1
0.1 -0.1 0.3
-0.1 0.0 -0.1
0.0 0.0 -0.1
0.0 0.1 0.1
0.1 0.0 0.0
0.1 0.0 0.0
0.0 0.0 0.0
0.0 0.0 0.0
0.0 0.0 0.0
0.1 0.1 -0.1
0.0 0.0 0.0
0.0 0.0 0.0
0.0 0.0 0.0
0.0 0.0 0.0
0.0 0.0 0.0
0.0 0.0 0.0
0.0 0.0 0.0
0.0 0.0 0.0
0.1 -0.6 -0.1
-0.2 0.2 0.1
0.2 0.2 0.1
-0.1 0.1 0.1
-0.1 0.0 0.0
0.0 -0.1 -0.1
0.0 0.1 -0.1
0.0 0.0 0.0
0.0 -0.1 -0.1
-0.2 0.0 -0.1
0.0 0.0 0.0
0.0 0.1 0.0
0.0 0.0 0.0
0.1 -0.1 0.0
0.2 0.0 0.2
0.0 -0.1 -0.2
0.0 0.0 -0.1
0.0 0.1 0.0
0.0 0.0 0.1
0.0 0.1 0.0
0.0 0.0 0.0
0.0 0.0 0.0
0.0 0.0 0.0
0.0 0.0 0.0
0.0 0.0 0.0
0.0 0.0 0.0
0.0 0.0 0.0
0.0 0.0 0.0
0.0 0.0 0.0
0.0 -0.1 0.0
0.0 -0.1 0.1
0.0 0.0 0.0
0.0 0.0 0.0
0.0 0.0 0.0
0.0 0.0 0.0
0.0 0.0 0.0
0.0 0.0 0.0
0.0 0.0 0.0
0.0 0.0 0.0
0.0 0.0 0.0
0.0 0.0 0.0
0.0 0.1 0.0
0.0 0.0 0.0
0.1 0.0 0.0
0.0 0.0 0.0
0.0 0.0 0.0
0.0 0.0 0.0
0.0 0.0 0.0
0.0 0.0 0.0
0.0 0.0 0.0